Molecular formula: C7H10
Method: DFT, wB97M-V/def2-TZVPD

The HOMO-LUMO gap comes out at 10.77 eV. The calculation puts the energy above the lowest of the compared OMol25 structures with the same formula, charge and spin at 59.7 kcal/mol. As for the spin multiplicity: 1. As for the SMILES: C#CC[C@@H]1C[C@@H]1C. The charge is 0.

Structure (XYZ):
```
17
C7H10 wB97M-V/def2-TZVPD
C 2.1706 1.6302 0.5942
C 1.7866 0.5470 0.2323
C 1.4163 -0.8147 -0.1778
C -0.0417 -1.1097 -0.5081
C -0.9010 -0.2315 -1.3738
C -1.2743 -0.4581 0.0681
C -1.2769 0.6975 1.0442
H 2.4889 2.5936 0.9252
H 2.0165 -1.0727 -1.0609
H 1.7411 -1.5039 0.6149
H -0.1689 -2.1761 -0.6930
H -1.4891 -0.6942 -2.1624
H -0.5150 0.7567 -1.6187
H -2.0896 -1.1622 0.2301
H -2.2675 1.1669 1.0506
H -1.0507 0.3715 2.0658
H -0.5453 1.4598 0.7691
```

Molecular formula: C15H17NO2S
Method: DFT, wB97M-V/def2-TZVPD

The HOMO-LUMO gap comes out at 8.58 eV. The calculation puts the energy above the lowest of the compared OMol25 structures with the same formula, charge and spin at 221.8 kcal/mol. As for the spin multiplicity: 1. The charge is 0.

Structure (XYZ):
```
36
C15H17NO2S wB97M-V/def2-TZVPD
C 1.8291 -4.2353 -2.5132
H 1.7701 -5.1528 -2.9776
O 0.8805 -4.2851 -1.3071
C 0.7321 -3.2507 -0.6751
C 1.1702 -2.0113 -1.1474
C 1.0519 -1.0045 -0.1450
C 0.4034 -1.1803 0.9989
C -0.4179 -2.4703 1.3002
C -0.1052 -3.5596 0.4827
H -0.4028 -4.4292 0.6701
H -0.9595 -2.6638 2.3928
C -0.2213 -0.1271 2.0115
N -0.8024 1.1110 1.0227
C -1.9960 1.5594 1.6097
O -2.7806 1.1133 2.3628
C -2.3539 2.6141 0.5821
C -1.3953 3.2309 -0.5266
C -1.1339 2.7012 -1.6837
C -0.2948 3.4662 -2.2123
C 0.4694 4.3385 -1.4113
S -0.4695 4.3758 -0.0090
H 1.3190 4.9193 -1.5751
H 0.1761 3.1724 -3.1653
H -1.6415 1.8863 -2.0227
H -3.1453 3.3767 1.2615
H -3.3913 2.3049 0.0571
H -0.2036 1.4950 0.2678
C 1.0486 0.5307 2.7945
H 1.7419 -0.3174 3.2344
H 0.9675 1.4019 3.3236
H 1.7731 0.8671 2.0007
H -0.9406 -0.3518 2.6569
H 1.3528 0.0254 -0.2789
H 1.8869 -1.8603 -1.9278
H 2.8182 -3.9860 -2.3778
H 1.2644 -3.6043 -3.0743
```

Molecular formula: C21H65BF4N7O9
Method: DFT, wB97M-V/def2-TZVPD

The HOMO-LUMO gap comes out at 8.26 eV. The calculation puts the energy above the lowest of the compared OMol25 structures with the same formula, charge and spin at 0.0 kcal/mol. As for the spin multiplicity: 1. The charge is -1.

Structure (XYZ):
```
107
C21H65BF4N7O9 wB97M-V/def2-TZVPD
B 0.0977 0.0016 -0.4293
F -0.1834 -1.0323 0.4804
F -1.0703 0.7551 -0.6365
F 1.1304 0.8111 0.0529
F 0.4955 -0.5401 -1.6947
C 0.1227 -2.6268 -4.9303
O 0.3639 -3.0955 -6.0307
N 1.0546 -2.0558 -4.1136
N -1.1231 -2.6263 -4.3543
H 1.9721 -1.9109 -4.4845
H 0.6778 -1.5951 -3.2958
H -1.1800 -2.6931 -3.3558
H -1.8823 -2.9971 -4.8934
C -4.8772 1.8296 3.0432
C -4.2254 2.0972 1.7123
C -3.5346 3.4633 1.5476
O -4.4426 4.4351 2.0271
C -3.8192 5.6754 2.2313
N -3.2805 1.0365 1.3633
H -5.2365 0.8022 3.1199
H -5.7482 2.4734 3.1744
H -4.2442 2.0461 3.9078
H -5.0295 2.1839 0.9618
H -3.4128 3.6121 0.4699
H -2.5916 3.4476 2.1062
H -3.4435 6.1146 1.2927
H -2.8686 5.5120 2.7676
H -4.4224 6.3944 2.7735
H -2.9912 1.0488 0.3912
H -3.7092 0.1337 1.5303
C -0.7338 -2.1572 4.4077
C 0.5290 -2.8076 3.8195
C 0.0953 -4.0931 3.1307
O 1.1283 -4.7765 2.4665
C 0.7321 -6.0781 2.1301
N 1.1438 -1.8539 2.9034
H -1.3257 -2.8557 5.0178
H -1.3855 -1.7873 3.6145
H -0.4790 -1.2981 5.0288
H 1.2366 -3.0781 4.6069
H -0.7357 -3.8691 2.4396
H -0.3126 -4.7437 3.9226
H 0.6128 -6.7214 3.0080
H 1.5106 -6.4911 1.4827
H -0.1484 -6.0327 1.4726
H 1.3053 -0.9783 3.3874
H 0.5278 -1.6241 2.1243
C -3.4849 -4.8135 -0.3277
C -2.4058 -3.7698 -0.4459
C -1.3597 -4.0504 -1.5156
O -0.3813 -4.9881 -1.1145
C 0.0565 -5.8705 -2.1204
N -2.9397 -2.3995 -0.4923
H -4.0152 -4.8774 -1.2836
H -4.1137 -4.6867 0.5506
H -3.0530 -5.8083 -0.1704
H -1.8486 -3.7214 0.5019
H -0.8639 -3.1105 -1.7726
H -1.8570 -4.4550 -2.4106
H 0.6700 -6.6284 -1.6391
H 0.6299 -5.3636 -2.9056
H -0.7873 -6.3482 -2.6344
H -3.5147 -2.3032 -1.3299
H -2.2039 -1.7045 -0.5986
C 0.5112 3.6581 -0.4636
C 0.6722 5.0737 0.0298
C 1.3184 5.9557 -1.0252
O 2.6710 5.5654 -1.2090
C 2.9623 5.1604 -2.5347
N -0.6791 5.6189 0.2418
H 0.1119 2.9816 0.2940
H 1.4464 3.1618 -0.7341
H -0.1427 3.5193 -1.3300
H 1.3028 5.0387 0.9248
H 1.2700 7.0121 -0.7265
H 0.7401 5.9053 -1.9528
H 2.6021 4.1328 -2.6739
H 4.0444 5.0390 -2.6202
H 2.5651 5.8639 -3.2637
H -1.2152 4.9944 0.8379
H -0.6424 6.4783 0.7861
C 3.9112 -0.2981 -2.1482
C 4.6560 0.1097 -0.8844
C 5.0056 1.5912 -1.0180
O 5.3160 2.1663 0.2349
C 5.4039 3.5734 0.1488
N 3.7559 -0.1526 0.2687
H 4.4350 0.0366 -3.0554
H 2.9286 0.1703 -2.2299
H 3.7771 -1.3790 -2.1953
H 5.5763 -0.4592 -0.7256
H 4.1342 2.1028 -1.4563
H 5.8640 1.7362 -1.6914
H 6.1987 3.8873 -0.5352
H 5.5407 3.9351 1.1673
H 4.4451 3.9979 -0.1812
H 2.7843 -0.0951 -0.0338
H 3.8882 0.6864 0.8320
O -0.7032 0.9676 -3.6103
H -1.4794 1.3917 -3.2353
H -0.1797 0.7137 -2.8331
O 1.4111 -3.3213 0.0763
H 0.6057 -2.8162 0.2170
H 1.1191 -4.1170 -0.3829
O -0.7660 1.3598 2.6051
H -1.7004 1.3317 2.3096
H -0.2936 1.1662 1.7874
```

Molecular formula: C15H25F2NiSe2
Method: DFT, wB97M-V/def2-TZVPD

The HOMO-LUMO gap (spin up / spin down) comes out at 8.89 / 8.72 eV. The calculation puts the energy above the lowest of the compared OMol25 structures with the same formula, charge and spin at 0.0 kcal/mol. As for the spin multiplicity: 3. The charge is +1.

Structure (XYZ):
```
45
C15H25F2NiSe2 wB97M-V/def2-TZVPD
Ni -0.1464 -0.1956 -0.3563
C -0.0847 0.7307 4.1379
C 1.2501 0.6945 3.3971
C 1.6528 2.1259 3.0007
C 1.2414 -0.2308 2.1981
C 2.1995 -0.1284 1.1930
C 2.2602 -1.0170 0.1463
C 1.3546 -2.0666 0.0252
C 1.5304 -3.0960 -1.0360
C 0.3484 -2.1302 0.9970
C 0.2855 -1.2433 2.0684
H -0.0593 1.4906 4.9143
H -0.4116 -0.1839 4.6002
H -0.9332 1.0525 3.4838
H 2.0271 0.3137 4.0666
H 0.9035 2.5583 2.3342
H 2.6370 2.1963 2.5411
H 1.6246 2.7383 3.9023
H 2.9546 0.6652 1.2226
H 3.0455 -0.9583 -0.5843
H 2.2785 -3.8495 -0.7414
H 1.8442 -2.6695 -1.9897
H 0.6014 -3.6182 -1.2081
H -0.3858 -2.9341 0.8974
H -0.5125 -1.3748 2.7871
C -3.6278 0.1238 -1.1629
Se -2.2559 -1.2812 -1.0860
C -1.9442 -1.4242 -3.0178
C -1.2379 -0.2137 -3.6025
Se 0.5773 -0.0515 -2.8940
C 0.9553 1.8429 -3.0727
H -4.6008 -0.3427 -1.3448
H -3.3681 0.7670 -1.9978
H -3.6106 0.6867 -0.2612
H -2.9240 -1.5434 -3.5197
H -1.3947 -2.3388 -3.1897
H -1.8024 0.6855 -3.3512
H -1.2495 -0.2920 -4.6794
H 1.0257 2.1000 -4.1312
H 1.8885 2.0120 -2.5928
H 0.2011 2.4126 -2.5671
F -1.6256 2.1900 -0.9668
C -0.7976 1.6892 0.0250
F -1.6379 1.6043 1.1408
H -0.0771 2.5040 0.2741
```

Molecular formula: C28H50N5O2PPdS
Method: DFT, wB97M-V/def2-TZVPD

The HOMO-LUMO gap (spin up / spin down) comes out at 6.94 / 6.93 eV. As for the spin multiplicity: 1. The charge is +2.

Structure (XYZ):
```
88
C28H50N5O2PPdS wB97M-V/def2-TZVPD
Pd 0.7163 0.6989 -0.7077
C -2.5795 -4.9818 -2.3080
C -2.8916 -3.7701 -3.2024
C -4.3848 -3.4238 -3.1108
C -2.5499 -4.1164 -4.6512
C -2.0663 -2.5990 -2.6925
C -1.0347 -2.0177 -3.4278
C -0.2985 -0.9908 -2.8821
N -0.5363 -0.5170 -1.6563
C -1.5319 -1.0552 -0.9165
C -2.3046 -2.0734 -1.4196
C -1.7124 -0.4555 0.4117
C -2.5432 -0.9418 1.3926
C -2.6140 -0.3111 2.6377
C -1.8381 0.8338 2.8080
C -1.0178 1.2712 1.7849
N -0.9586 0.6375 0.6146
C -3.4951 -0.8938 3.7334
C -3.0458 -2.3387 4.0045
C -4.9543 -0.8851 3.2499
C -3.3970 -0.0935 5.0311
H -3.1237 -5.8529 -2.6743
H -2.8789 -4.8089 -1.2724
H -1.5136 -5.2164 -2.3197
H -4.9713 -4.2617 -3.4882
H -4.6250 -2.5458 -3.7135
H -4.7067 -3.2354 -2.0854
H -3.1988 -4.9243 -4.9881
H -1.5189 -4.4611 -4.7567
H -2.7091 -3.2679 -5.3205
H -0.7933 -2.3516 -4.4256
H 0.5012 -0.5202 -3.4398
H -3.1088 -2.4721 -0.8188
H -3.1252 -1.8339 1.2104
H -1.8548 1.3901 3.7335
H -0.3968 2.1513 1.8839
H -3.2019 -2.9877 3.1412
H -3.6226 -2.7478 4.8345
H -1.9889 -2.3789 4.2761
H -5.0905 -1.4861 2.3489
H -5.2934 0.1308 3.0389
H -5.5967 -1.3012 4.0266
H -2.3833 -0.0995 5.4385
H -4.0520 -0.5434 5.7769
H -3.7193 0.9417 4.8989
C 2.0636 5.2251 1.3035
N 2.9556 4.4638 0.4184
C 4.3541 4.9000 0.4262
P 2.3184 3.2776 -0.4567
O 1.4902 2.2611 0.3779
N 1.3556 3.9375 -1.6047
C 1.8719 5.0445 -2.4178
C 0.2085 3.2557 -2.1842
N 3.6006 2.5071 -1.1669
C 4.3977 1.6898 -0.2357
C 3.2065 1.7426 -2.3493
H 2.0610 6.2774 1.0154
H 2.3999 5.1453 2.3375
H 1.0440 4.8490 1.2408
H 4.4087 5.9575 0.1626
H 4.9373 4.3373 -0.2942
H 4.7851 4.7738 1.4206
H 2.6511 5.5774 -1.8779
H 1.0617 5.7419 -2.6293
H 2.2829 4.6898 -3.3668
H -0.1898 2.5503 -1.4514
H 0.4538 2.7483 -3.1220
H -0.5969 3.9640 -2.3842
H 4.6230 2.2497 0.6696
H 5.3371 1.4132 -0.7131
H 3.8667 0.7801 0.0556
H 2.8460 2.3838 -3.1497
H 2.4037 1.0130 -2.1023
H 4.0529 1.1652 -2.7171
O 0.7703 -2.2800 0.3780
S 1.8412 -1.2494 0.3511
C 3.4265 -2.1095 0.2257
C 3.7292 -2.5021 1.6715
C 3.4904 -1.2379 2.4915
C 2.1332 -0.6744 2.0522
H 4.1636 -1.4147 -0.1815
H 3.2578 -2.9370 -0.4616
H 4.7495 -2.8689 1.7743
H 3.0524 -3.3000 1.9810
H 4.2790 -0.5109 2.2861
H 3.5025 -1.4412 3.5609
H 2.0748 0.4131 2.0714
H 1.2883 -1.1025 2.5957
```

Molecular formula: C5H8N2O3
Method: DFT, wB97M-V/def2-TZVPD

The HOMO-LUMO gap comes out at 10.06 eV. The calculation puts the energy above the lowest of the compared OMol25 structures with the same formula, charge and spin at 148.6 kcal/mol. As for the spin multiplicity: 1. As for the SMILES: O=[N+]([O-])CCCCC#[N+][O-]. The charge is 0.

Structure (XYZ):
```
18
C5H8N2O3 wB97M-V/def2-TZVPD
O -3.3355 0.6445 -0.1489
N -2.4885 -0.1844 0.0625
O -2.6839 -1.3195 0.4183
C -1.0468 0.2650 -0.0879
C -0.2298 -0.8715 -0.6988
C 0.9171 -1.2394 0.2359
C 1.8340 -0.0176 0.3520
C 1.0517 1.1998 0.1802
N 1.0201 2.3592 0.0655
O 0.6360 3.4766 -0.0789
H -0.7704 0.4755 0.9449
H -1.1192 1.1763 -0.6806
H 0.1662 -0.5733 -1.6711
H -0.8731 -1.7413 -0.8437
H 1.4723 -2.0967 -0.1426
H 0.5076 -1.5105 1.2109
H 2.3481 0.0035 1.3166
H 2.5942 -0.0463 -0.4343
```

Molecular formula: CH10N6P
Method: DFT, wB97M-V/def2-TZVPD

The HOMO-LUMO gap comes out at 10.79 eV. The calculation puts the energy above the lowest of the compared OMol25 structures with the same formula, charge and spin at 0.0 kcal/mol. As for the spin multiplicity: 1. As for the SMILES: N=P(N)(N)[NH+]=C(N)N. The charge is +1.

Structure (XYZ):
```
18
CH10N6P wB97M-V/def2-TZVPD
N 0.9016 -1.6323 0.3928
P 1.2078 -0.1612 0.0726
N 1.7393 0.1363 -1.4887
N 1.9814 0.8261 1.1569
N -0.4348 0.6011 -0.0675
C -1.5755 0.0351 -0.0264
N -2.6538 0.8514 0.0144
N -1.7495 -1.2896 -0.2175
H 1.7160 -2.0984 0.0257
H 2.0645 1.0712 -1.7034
H 2.3625 -0.6378 -1.6153
H 2.6486 1.5006 0.9360
H 2.0944 0.4027 2.0313
H -0.4798 1.5854 0.1508
H -3.6179 0.4927 -0.1393
H -2.5023 1.8443 0.3697
H -2.6591 -1.6178 0.1621
H -1.0434 -1.9098 -0.0539
```